Entry w
A cluster of 2 separate species, C4H12O2 in total. Source: the Open Molecules 2025 dataset; level of theory: ωB97M-V/def2-TZVPD.

Last column: natural (NBO) charge in e.
Geometry (Å):
C 1.005 -1.908 0.829  -0.5905
C 0.102 -1.478 -0.370  -0.4134
C 0.737 -0.099 -0.758  -0.4159
C -0.373 0.847 -1.437  -0.0647
O -0.007 2.151 -1.003  -0.7326
H 2.047 -1.843 0.551  0.1991
H 0.746 -2.929 1.154  0.2080
H 0.866 -1.269 1.635  0.1888
H 0.091 -2.039 -1.295  0.2056
H -0.876 -1.518 0.118  0.2094
H 0.918 0.492 0.131  0.1985
H 1.565 -0.316 -1.403  0.2167
H -1.443 0.666 -1.142  0.1660
H -0.400 0.799 -2.570  0.1582
H -0.874 2.590 -0.823  0.4685
O -1.222 0.320 2.242  -0.9437
H -1.245 1.240 2.481  0.4707
H -0.394 0.196 1.670  0.4713

Total charge: 0
SMILES: CCCCO.O


Entry x
A cluster of 2 separate species, C4H12O2 in total. Source: the Open Molecules 2025 dataset; level of theory: ωB97M-V/def2-TZVPD.

Last column: natural (NBO) charge in e.
Geometry (Å):
C 0.981 1.019 1.122  -0.6064
C -0.104 0.563 0.147  -0.4105
C 0.449 0.219 -1.230  0.0960
C -0.582 -0.246 -2.220  -0.6439
O 1.227 1.316 -1.686  -0.7250
H 1.805 0.315 1.268  0.1967
H 1.371 1.986 0.851  0.2194
H 0.576 1.091 2.122  0.2104
H -0.672 1.484 0.028  0.2014
H -0.779 -0.210 0.490  0.2022
H 1.161 -0.583 -1.074  0.1478
H -1.364 -0.886 -1.806  0.2204
H -0.149 -0.886 -3.002  0.2109
H -1.090 0.586 -2.725  0.2102
H 1.170 1.373 -2.645  0.4699
O -1.405 -2.154 3.739  -0.9451
H -2.002 -2.339 2.994  0.4728
H -0.592 -2.648 3.626  0.4728

Total charge: 0
SMILES: CC[C@@H](C)O.O


Entry y
A cluster of 2 separate species, C4H12O2 in total. Source: the Open Molecules 2025 dataset; level of theory: ωB97M-V/def2-TZVPD.

Last column: natural (NBO) charge in e.
Geometry (Å):
C 1.645 -0.080 2.451  -0.6537
C 0.371 -0.918 2.910  -0.0762
O 0.045 -2.136 2.101  -0.7238
H 2.429 -0.601 1.885  0.2278
H 2.106 0.248 3.382  0.2097
H 1.187 0.820 2.043  0.2179
H 0.326 -1.238 3.957  0.1651
H -0.559 -0.341 2.799  0.1771
H 0.598 -2.785 2.550  0.4561
C -1.040 2.255 -2.376  -0.6269
C -0.692 0.820 -1.998  -0.0717
O -0.411 0.069 -3.208  -0.7343
H -0.994 2.905 -1.505  0.2083
H -2.077 2.113 -2.792  0.2032
H -0.468 2.662 -3.199  0.2197
H 0.186 1.021 -1.374  0.1606
H -1.541 0.356 -1.489  0.1696
H 0.209 -0.636 -3.002  0.4716

Total charge: 0
SMILES: CCO.CCO


Entry z
A cluster of 2 separate species, C4H12O2 in total. Source: the Open Molecules 2025 dataset; level of theory: ωB97M-V/def2-TZVPD.

Last column: natural (NBO) charge in e.
Geometry (Å):
C 4.130 1.182 -0.103  -0.2633
O 2.826 0.819 -0.576  -0.5326
C 1.997 0.532 0.524  -0.2526
H 4.561 0.508 0.656  0.1688
H 4.211 2.220 0.261  0.1701
H 4.718 1.088 -1.032  0.1942
H 1.106 0.056 0.081  0.1881
H 1.672 1.401 1.120  0.1640
H 2.486 -0.193 1.197  0.1631
C -3.813 -1.745 -0.285  -0.2486
O -2.572 -1.303 -0.786  -0.5421
C -2.274 -0.008 -0.284  -0.2493
H -4.673 -1.312 -0.823  0.1660
H -3.857 -1.419 0.768  0.1600
H -3.895 -2.844 -0.317  0.1929
H -1.252 0.328 -0.527  0.1944
H -2.382 -0.037 0.813  0.1608
H -2.991 0.726 -0.689  0.1659

Total charge: 0
SMILES: COC.COC


Energy above the most stable structure, in kJ/mol: entry w 85.3; entry x 0.0; entry y 117.6; entry z 150.5


Entry w
A cluster of 3 separate species, C4H12O2 in total. Source: the Open Molecules 2025 dataset; level of theory: ωB97M-V/def2-TZVPD.

Last column: natural (NBO) charge in e.
Geometry (Å):
C 1.322 0.791 0.744  -0.3974
C 0.180 0.109 0.822  -0.0017
C -0.919 0.328 -0.228  -0.6506
C -0.004 -1.180 1.551  -0.6479
H 2.224 0.308 1.129  0.1894
H 1.419 1.848 0.532  0.2099
H -1.041 1.296 -0.705  0.2216
H -1.850 0.224 0.357  0.1941
H -0.924 -0.498 -0.936  0.2278
H 0.870 -1.395 2.157  0.2237
H -0.099 -1.986 0.808  0.2132
H -0.979 -1.140 2.041  0.2221
O 0.542 -1.896 -4.973  -0.9291
H -0.040 -1.550 -5.671  0.4652
H 0.808 -2.726 -5.353  0.4641
O -0.187 2.523 2.841  -0.9386
H -0.320 1.918 2.078  0.4750
H -1.004 3.028 2.807  0.4591

Total charge: 0
SMILES: C=C(C)C.O.O


Entry x
A cluster of 3 separate species, C4H12O2 in total. Source: the Open Molecules 2025 dataset; level of theory: ωB97M-V/def2-TZVPD.

Last column: natural (NBO) charge in e.
Geometry (Å):
C -0.264 -1.743 -1.337  -0.6892
C 0.252 -0.478 -0.723  -0.1754
C 1.306 -0.527 0.102  -0.2022
C 1.805 0.701 0.798  -0.6520
H -0.123 -2.685 -0.816  0.2282
H -1.031 -1.721 -2.115  0.2311
H 0.495 -1.978 -2.140  0.2179
H -0.358 0.377 -1.001  0.1921
H 1.974 -1.351 -0.137  0.1966
H 2.142 0.431 1.808  0.2235
H 1.009 1.423 0.971  0.2148
H 2.730 1.192 0.467  0.2130
O 0.442 -1.092 3.800  -0.9608
H 0.965 -1.277 4.604  0.4826
H -0.059 -1.792 3.449  0.4791
O -2.990 2.889 -2.984  -1.0188
H -2.062 2.726 -2.857  0.5073
H -3.787 2.719 -2.450  0.5122

Total charge: 0
SMILES: C/C=C/C.O.O


Energy above the most stable structure, in kJ/mol: entry w 0.0; entry x 98.8